1.
184
Properties=species:S:1:pos:R:3 method="wB97M-V/def2-TZVPD" molar_mass_g_mol=1331.31 total_charge=+1 e_homo_ev=-8.8 energy_ev=-188435.5752 fmax_ev_per_a=4.04
H 7.018 -3.729 7.274
H 2.771 -9.895 28.294
H -1.951 -14.078 10.469
C 4.412 -15.277 20.302
C -2.128 -14.850 8.478
C 4.157 1.038 7.465
H 11.833 -3.539 18.350
H 8.553 -21.454 5.154
N 7.843 -13.449 19.408
H 11.838 -15.278 4.898
F 6.960 -8.678 12.632
H 4.781 -4.951 28.875
H 3.944 -12.816 19.002
H -1.946 -16.231 13.911
C 3.404 -7.825 27.874
H 5.624 -12.624 18.455
C 17.062 -2.546 18.973
H 8.932 -2.321 7.189
C -1.531 -14.884 9.868
H 1.520 -11.484 10.346
H 7.690 -17.476 18.764
H 0.471 -12.585 9.267
C 4.079 -7.172 23.336
H -1.033 -17.718 13.965
H 3.422 -4.691 27.631
H 15.170 -6.945 18.033
C 5.294 -4.407 26.702
H 4.633 -13.729 17.561
H 15.645 -0.953 21.059
O -0.303 -14.953 12.476
O 2.112 -14.589 11.489
H 10.542 -18.994 3.097
H 5.621 -2.946 7.642
H 2.373 -9.135 26.718
P 0.643 -14.350 11.252
O 9.942 -9.556 10.179
H 8.713 -11.931 20.661
N 8.120 -17.326 4.232
H 3.410 0.505 8.052
C 9.125 -20.710 5.708
H 8.269 -16.189 2.448
H 12.784 -4.203 21.901
C 17.830 -9.320 9.106
C 0.568 -11.986 10.172
H 9.741 -17.113 2.902
H 16.816 -9.304 9.504
H -0.138 -10.288 11.220
H -0.769 -10.314 9.430
H 12.077 -5.075 20.644
P 6.960 -14.884 19.138
C 11.050 -15.578 5.588
H -1.774 -17.452 12.439
H 3.842 -2.987 8.822
H 15.471 -3.633 17.083
H 18.245 -10.303 9.329
H 8.624 -0.597 6.998
H 3.311 -1.521 8.171
H 6.290 -18.389 4.591
C 5.056 -1.327 11.077
O 18.456 -8.071 10.910
N 13.175 -3.453 19.923
C 8.527 -1.438 7.685
C 3.149 -9.295 27.467
H 6.696 -18.031 19.988
C 8.653 -17.131 2.840
H 13.934 -4.321 16.895
H 9.414 -20.428 3.022
H 9.957 -21.227 6.187
C -1.366 -16.922 13.299
F 9.033 -8.262 12.771
C 6.162 0.613 6.108
P 9.244 -17.814 5.502
H 12.903 -17.054 5.370
H 3.390 -15.233 19.926
H 7.622 -12.661 17.472
H 11.438 -15.512 6.605
H 17.166 -3.363 18.258
H 4.443 1.941 8.004
N 9.595 -19.499 4.937
H 10.986 -20.576 3.687
H 15.608 -6.535 19.798
H 5.555 1.199 5.417
H 5.452 -0.388 11.463
H 3.798 -8.194 23.588
C 14.989 -6.341 18.923
H 17.674 -9.056 8.060
C 14.940 -4.575 17.227
H 8.616 -15.538 21.918
H -1.431 -11.256 10.579
H 8.464 -11.636 18.543
H 12.060 -18.656 5.729
C 4.832 -6.906 22.036
H 13.215 -2.610 17.937
C 4.799 -13.329 18.561
C 8.219 -12.899 20.735
H 5.889 -7.163 22.103
H 7.459 -16.840 22.197
H 7.259 -12.574 21.136
H 4.720 -4.129 25.818
H 14.013 -6.654 19.296
O 4.681 -6.358 24.442
H 15.567 -0.343 19.406
O 7.014 -15.336 17.720
N 4.955 -1.255 9.579
H 8.789 -13.597 21.348
H 12.220 -17.924 4.107
H -3.168 -15.128 8.651
N 18.750 -8.356 9.792
H 3.776 1.477 6.543
H 0.577 -16.956 12.330
Ca 7.826 -16.204 12.251
H -1.940 -15.717 10.438
H 8.485 -20.417 6.540
H 4.592 -16.338 20.129
O 7.045 0.563 9.357
H 11.367 -3.515 21.113
C 8.312 -12.691 18.314
H 4.114 -3.371 28.275
P 14.880 -3.793 19.958
N 7.150 -1.722 8.018
O 5.787 -5.692 26.579
C 3.773 -1.928 9.071
S 8.576 -9.892 10.602
O 3.567 -6.927 26.720
O 19.755 -8.116 9.187
H 4.513 -14.796 21.275
H 0.581 -16.353 13.880
N 10.768 -17.057 5.304
C -0.455 -10.837 10.333
C 8.060 -8.417 11.807
N 5.333 -14.432 19.461
C 7.603 -17.443 19.850
H 6.604 -2.441 6.102
P 4.972 -6.934 25.987
C 0.012 -16.264 12.955
C 12.556 -2.842 18.774
F 7.859 -7.324 11.052
H 17.635 -2.796 19.866
H 4.151 -7.756 28.665
H 8.131 -17.888 2.255
O 5.722 -8.215 25.946
H 6.224 -17.011 3.553
H 2.520 -7.607 28.473
H 9.166 -1.135 8.514
N 15.659 -2.378 19.409
O 0.290 -12.785 11.264
H 6.463 -16.857 5.353
H 14.199 -1.271 20.170
O 8.552 -11.089 11.478
C 7.585 -15.852 21.755
H 15.422 -5.359 16.643
C 15.278 -1.169 20.056
H -1.623 -15.455 7.724
H 6.951 1.315 6.374
H 4.365 -7.351 21.156
H 6.768 -15.322 22.244
O -0.102 -14.917 9.827
H 3.019 -1.773 9.842
O 7.501 -10.003 9.600
C 6.721 -17.398 4.443
N 5.392 0.158 7.274
H 11.935 -1.960 18.930
H 4.170 -1.622 11.639
H -2.280 -13.867 8.033
H 8.473 -17.936 20.282
H 4.929 -5.821 21.997
C 6.571 -2.743 7.149
O 15.371 -4.322 21.254
C 4.395 -4.393 28.022
O 8.692 -17.634 6.889
H 6.462 -0.286 5.569
H 5.863 -2.012 11.339
H 9.216 -13.240 18.051
C 10.154 -19.877 3.604
H 4.023 -9.783 27.036
H 17.568 -1.653 18.607
C 12.066 -17.722 5.167
N 15.054 -4.933 18.640
H 6.021 -3.604 26.821
N 7.339 -16.113 20.275
H 3.164 -6.687 22.997
C 12.300 -4.049 20.937
H 10.136 -15.006 5.431
P 6.220 -0.454 8.634

=====

2.
169
Properties=species:S:1:pos:R:3 method="wB97M-V/def2-TZVPD" molar_mass_g_mol=917.32 e_homo_ev=-7.9 energy_ev=-83781.5801 fmax_ev_per_a=3.85 smiles=COC[C@H](C)N.COC[C@H](C)N.COC[C@H](C)N.COC[C@H](C)N.COC[C@H](C)N.COC[C@H](C)N.COC[C@H](C)N.COC[C@H](C)N.OCCO.OCCO.OCCO.O
H -3.990 -4.330 2.677
O -9.568 -4.462 5.560
N -0.103 -2.555 -2.483
H -9.535 -0.329 0.924
H 0.651 -4.562 5.744
H -7.869 -7.868 3.870
C -6.378 -5.921 9.405
H -2.622 -4.451 -1.200
H -2.991 -0.198 3.271
C -5.274 -6.637 -0.331
H -2.045 -8.480 9.414
H -3.341 -6.945 -1.430
H -0.765 -5.101 6.446
H -3.144 -8.588 5.807
H -6.135 0.153 2.305
H -7.571 -3.383 3.950
H -4.448 -4.656 0.148
H -0.842 -4.551 4.773
H -4.671 -1.265 6.331
H -5.324 -6.554 1.656
H -10.246 -6.794 1.507
H -5.998 -6.057 11.966
H -1.471 -1.923 -1.130
H -6.274 -7.062 -0.422
N -3.000 -6.658 7.285
O -9.343 -6.899 1.200
C -0.248 -5.122 5.487
O -6.550 -0.870 -1.250
H -0.624 -1.433 6.340
N -8.802 -0.365 1.617
H -6.107 -3.521 14.061
H -1.840 -2.649 2.678
H -3.534 -7.383 -3.856
H -7.389 -5.632 9.693
O -1.262 -3.718 0.959
H -9.674 -7.504 5.544
H -9.318 -8.561 8.931
C -4.564 -7.721 -3.736
O -10.404 -3.872 1.402
O -5.430 -5.249 10.197
H -6.471 -2.796 -1.796
H -7.428 -6.299 6.253
H -8.886 -1.312 1.959
H -1.828 -8.940 6.938
H -5.860 -5.558 5.557
C -5.881 -5.060 11.542
C -1.270 -1.794 7.140
H -0.265 -2.332 2.114
C -7.716 -1.049 -0.479
H -1.543 -6.950 3.807
C -3.484 -7.923 7.834
O -3.279 -1.509 4.736
C -7.607 -0.210 0.809
H -4.413 -8.668 11.564
C -3.085 -8.179 9.289
H -4.326 -2.813 10.873
C -2.911 -8.891 6.828
H -10.224 -4.495 6.260
C -3.272 -0.157 4.323
H -2.276 -6.879 6.617
O -5.838 -5.237 2.916
C -7.619 -7.685 4.915
C -5.348 -5.080 -0.298
H -5.684 -1.691 -2.797
H -5.213 -7.532 -4.590
H -4.662 -10.400 11.333
H -1.453 -4.651 -2.424
O -8.511 -8.134 7.125
H 0.481 -3.343 -2.722
H 0.518 -2.951 0.157
C -6.434 -0.664 1.648
C -8.168 -2.645 4.485
H -8.266 -3.686 1.246
H -9.902 -7.054 8.158
H -3.682 -5.997 6.941
H -7.897 -2.105 -0.276
H -3.123 -9.740 11.490
H -10.430 -3.531 2.299
H -8.585 -5.749 2.696
H -4.682 -8.772 -3.471
C -4.078 -9.541 11.004
H -4.356 -8.311 -1.322
O -5.098 -6.984 -2.652
N -1.254 -7.204 4.740
H 0.658 -2.136 -1.967
H 0.436 -6.497 3.988
H -8.269 -5.861 5.112
H -4.195 0.414 4.421
H -1.240 -2.869 6.963
H -0.906 -8.153 4.739
H -3.133 -4.950 5.075
O 0.775 -8.847 5.407
H -9.121 -9.166 5.401
H -2.856 -3.393 -2.590
H -6.569 -1.607 2.178
H -7.318 -1.766 -3.061
H -0.590 -1.628 7.975
C -3.724 -1.766 6.125
H -5.248 -5.070 14.197
H -3.995 -6.293 4.528
C -1.072 -2.893 -1.425
H -3.909 -6.672 1.084
N -4.630 -2.854 11.835
C -8.678 -5.726 1.610
H 2.629 -9.617 5.655
H -6.255 -4.741 0.201
H -3.332 -9.876 7.030
O -2.111 -6.441 1.596
C -6.315 -8.446 5.127
H -7.960 -3.441 6.522
C 0.004 -6.546 4.988
H -6.835 -4.536 11.590
H 1.871 -7.177 5.955
C -0.367 -3.510 -0.148
H -1.498 -7.022 1.147
H -5.577 -0.775 0.984
C -9.619 -8.094 7.993
O -5.078 -5.099 5.873
O -9.191 -2.322 3.544
C -4.735 -4.489 3.457
C -8.839 -8.173 5.751
H 1.234 -10.742 6.056
N -3.114 -1.515 8.428
H -0.065 -4.545 -0.310
C -6.610 -1.807 -2.234
H -3.051 -2.521 8.501
H -9.639 -1.544 3.883
H -2.342 -1.366 9.062
C -9.086 -4.374 1.041
C -1.265 -2.572 1.755
H -5.848 -8.228 6.088
C -4.393 -7.228 -1.446
H -7.639 -5.906 1.333
C -2.666 -1.142 7.143
H -8.519 -0.610 -1.071
H -8.948 -4.431 -0.039
H -2.535 0.436 4.865
C -4.826 -4.246 12.324
H -6.427 -9.526 5.036
H -9.444 -2.529 6.100
H -3.898 -2.839 6.209
C -2.104 -3.897 -1.982
H -6.480 -5.472 3.590
H -4.373 -3.426 14.152
N -7.369 -6.298 5.244
H -5.041 -3.476 3.717
H -3.830 -2.458 12.306
H -7.597 0.850 0.557
H -3.310 -7.319 9.920
H -2.568 -0.058 7.081
H -6.282 -7.002 9.509
H -10.548 -8.532 7.628
H 1.777 -9.406 7.120
C -4.139 -5.240 4.770
H -6.260 -5.866 8.322
H -5.654 -8.021 4.372
H -5.324 -4.602 -1.277
O -3.978 -9.295 9.624
H -1.653 -1.745 1.160
C 1.635 -9.729 6.089
H -4.568 -7.942 7.719
H -3.846 -4.720 12.278
C -8.732 -3.285 5.768
C 0.833 -7.509 5.929
N -4.826 -7.074 0.948
C -5.192 -4.055 13.804
H -1.913 -5.570 1.252
H 0.350 -7.637 6.898
H -7.557 -1.751 4.603